Entry 1:
{"formula": "C5H8O", "method": "the ωB97M-V functional and the def2-TZVPD basis", "largest_force_ev_per_a": 0.8, "e_tot_ha": -270.494110, "spin_multiplicity": 1, "charge": 0, "smiles": "C=C[C@H](C)C=O", "relative_energy_kj_mol": 167.46, "species": ["C", "C", "C", "C", "C", "O", "H", "H", "H", "H", "H", "H", "H", "H"], "xyz": [[1.30468, 1.16005, -0.01585], [0.68930, 0.35870, -0.88635], [-0.44852, -0.50574, -0.37554], [-1.61628, 0.24164, 0.26951], [0.52786, -1.28006, 0.51238], [1.30732, -2.07575, 0.04398], [0.81413, 1.44585, 0.91111], [2.33262, 1.47405, -0.13684], [1.17208, 0.03616, -1.80740], [-0.81007, -1.21983, -1.11965], [-1.29354, 1.10283, 0.86321], [-2.27939, 0.62861, -0.51345], [-2.21695, -0.40669, 0.91612], [0.57716, -0.97018, 1.57966]]}

Entry 2:
{"formula": "C12H28ClMgN4O5S2", "method": "the ωB97M-V functional and the def2-TZVPD basis", "largest_force_ev_per_a": 3.4, "e_tot_ha": -2525.509928, "spin_multiplicity": 1, "charge": 1, "relative_energy_kj_mol": 281.10, "species": ["Mg", "O", "Cl", "O", "O", "O", "C", "N", "C", "C", "C", "N", "C", "C", "H", "H", "H", "H", "H", "H", "H", "H", "H", "H", "H", "H", "H", "H", "H", "H", "C", "N", "C", "C", "N", "C", "S", "H", "H", "H", "H", "H", "H", "C", "S", "C", "O", "H", "H", "H", "H", "H", "H"], "xyz": [[0.18334, 0.30761, 0.80955], [1.30124, 0.60131, 3.58875], [1.59374, -0.33289, 2.57995], [2.57634, -1.22999, 2.94985], [1.99684, 0.40091, 1.39855], [0.36044, -0.99349, 2.22965], [-1.51206, 3.92041, -0.46105], [-2.11846, 2.60591, -0.29985], [-3.51176, 2.74891, 0.09875], [-2.04496, 1.81711, -1.51985], [-0.62986, 1.41501, -1.93135], [-0.05426, 0.27051, -1.21135], [1.32544, 0.11531, -1.68165], [-0.79206, -0.94929, -1.55135], [-1.89296, 4.44051, -1.35375], [-0.42806, 3.83281, -0.52885], [-1.74196, 4.52141, 0.41645], [-3.57336, 3.34121, 1.00905], [-3.94236, 1.76671, 0.28835], [-4.11096, 3.24901, -0.67475], [-2.49766, 2.38031, -2.35985], [-2.65086, 0.92181, -1.36625], [0.04054, 2.26561, -1.79735], [-0.66206, 1.17011, -3.00475], [1.34904, -0.11269, -2.75495], [1.80204, -0.68749, -1.11975], [1.87844, 1.03521, -1.49355], [-0.89986, -1.04989, -2.63965], [-1.78636, -0.93849, -1.10905], [-0.25576, -1.81409, -1.15885], [0.98464, -5.45949, -0.98005], [1.98164, -4.62519, -1.58535], [2.73444, -4.90039, -2.69845], [3.54204, -3.84139, -2.92835], [3.27464, -2.91549, -1.94625], [2.32274, -3.40279, -1.10525], [1.69064, -2.68019, 0.25765], [0.99054, -6.43949, -1.45015], [-0.00446, -5.00759, -1.09725], [1.19494, -5.55299, 0.08645], [2.63134, -5.82349, -3.22895], [4.27584, -3.66659, -3.68715], [3.76084, -2.04639, -1.80545], [-0.11586, 3.30511, 3.66375], [-1.39866, 2.34001, 2.81315], [-1.69036, 1.09301, 4.10535], [-0.62146, 1.58871, 1.76115], [-0.53726, 3.81711, 4.51955], [0.25944, 4.03411, 2.95245], [0.67494, 2.62871, 3.97425], [-2.40946, 1.47701, 4.82155], [-0.75226, 0.84991, 4.59635], [-2.09046, 0.20861, 3.61005]]}

Entry 3:
{"formula": "C2H6N2O2", "method": "the ωB97M-V functional and the def2-TZVPD basis", "largest_force_ev_per_a": 4.2, "e_tot_ha": -339.649326, "spin_multiplicity": 1, "charge": 0, "smiles": "[H]/N=C\\C.O=NO", "relative_energy_kj_mol": 481.33, "species": ["H", "N", "C", "C", "H", "H", "H", "H", "O", "N", "O", "H"], "xyz": [[-1.30323, 0.56463, 0.70046], [-0.85829, 0.97250, -0.11005], [-0.08147, 0.05034, -0.47567], [0.24479, -1.18175, 0.27715], [0.37710, 0.21317, -1.35220], [-0.34993, -1.21921, 1.07936], [0.02893, -1.99178, -0.39635], [1.35211, -1.05774, 0.68086], [2.24488, 3.13121, -0.90847], [1.25055, 2.54355, -0.51784], [0.07652, 3.17379, -0.66777], [-0.72644, 2.61452, -0.48654]]}

Entry 4:
{"formula": "C4H8N2OP", "method": "the ωB97M-V functional and the def2-TZVPD basis", "largest_force_ev_per_a": 6.9, "e_tot_ha": -682.964508, "spin_multiplicity": 1, "charge": 1, "relative_energy_kj_mol": 221.32, "species": ["C", "C", "C", "C", "N", "N", "O", "P", "H", "H", "H", "H", "H", "H", "H", "H"], "xyz": [[0.12477, 0.91390, -0.96003], [0.79087, -0.44443, -1.12214], [-0.62734, 0.01101, 1.20096], [0.60574, -0.41049, 1.38479], [-0.97652, 0.55849, -0.05854], [1.52009, -0.70503, 0.16163], [-3.31173, 0.51177, 0.89413], [-2.51299, 1.00630, -0.31519], [0.68193, 1.67639, -0.60422], [-0.40394, 1.30000, -1.96799], [0.12491, -1.36524, -1.09773], [1.56223, -0.47204, -2.00303], [-2.57189, 0.11010, 1.60471], [0.82160, -0.76561, 2.40118], [1.76127, -1.68794, 0.11299], [2.41100, -0.23718, 0.36847]]}

Entry 5:
{"formula": "C4H2CuO2", "method": "the ωB97M-V functional and the def2-TZVPD basis", "largest_force_ev_per_a": 3.2, "e_tot_ha": -1944.228569, "spin_multiplicity": 2, "charge": -2, "s_squared": 0.782, "species": ["O", "C", "C", "C", "H", "C", "O", "Cu", "H"], "xyz": [[-0.85765, 1.69878, 0.56531], [-1.29389, 0.77494, -0.45915], [-1.57900, -0.59398, -0.13793], [-0.95412, -1.66958, 0.29379], [-1.90244, 1.23671, -1.25651], [1.51343, -0.80362, 0.40032], [2.33833, -0.12606, -0.34069], [0.70509, 1.01171, -0.14030], [2.03025, -1.52890, 1.07515]]}

Entry 6:
{"formula": "C10H19NO7P3", "method": "the ωB97M-V functional and the def2-TZVPD basis", "largest_force_ev_per_a": 1.4, "e_tot_ha": -1997.812747, "spin_multiplicity": 1, "charge": 1, "species": ["C", "P", "O", "C", "C", "C", "N", "C", "C", "P", "P", "O", "O", "O", "H", "H", "H", "H", "H", "H", "H", "H", "H", "H", "H", "C", "C", "O", "C", "O", "O", "C", "H", "H", "H", "H", "H", "H", "H", "H"], "xyz": [[-1.03230, -0.28370, 1.26164], [-0.58405, -1.36005, -0.12387], [-1.55450, -2.66108, 0.09203], [1.14425, -2.05348, 0.21378], [2.01615, -1.90809, -0.85997], [3.29838, -2.41369, -0.79336], [3.71793, -3.04816, 0.30333], [2.92375, -3.19138, 1.37846], [1.62711, -2.70388, 1.36386], [0.54176, -2.94787, 2.82444], [1.38979, -1.42017, 4.15366], [1.01201, -0.10489, 3.65242], [2.99071, -1.61698, 4.17347], [0.89903, -1.72147, 5.61553], [-0.38253, 0.57823, 1.33832], [-1.12348, -0.77672, 2.22110], [-2.02339, 0.07678, 0.99655], [-1.61059, -2.87586, 1.03512], [1.66273, -1.40480, -1.74427], [3.97026, -2.32256, -1.62785], [4.65698, -3.42205, 0.30250], [3.34223, -3.71704, 2.21988], [1.00019, -4.18570, 3.32024], [3.29001, -1.28957, 3.31741], [1.40760, -2.43052, 6.03818], [-3.17499, 2.62227, -4.73725], [-1.72486, 2.95061, -4.45527], [-1.58716, 3.91489, -3.39932], [-1.75967, 3.45130, -2.16765], [-1.98214, 2.30656, -1.86132], [-1.64070, 4.47293, -1.32145], [-1.87437, 4.14461, 0.04850], [-3.73642, 3.53338, -4.94549], [-3.25012, 1.95927, -5.59871], [-3.64106, 2.13148, -3.88435], [-1.26976, 3.41765, -5.32599], [-1.14858, 2.05681, -4.21574], [-1.24153, 3.31787, 0.36489], [-2.92261, 3.89391, 0.20297], [-1.62604, 5.03117, 0.62357]]}